Density functional theory data (ωB97M-V/def2-TZVPD) for a structure of composition C67H74CsN3O10P4STe at a distorted geometry.

```
161
Properties=species:S:1:pos:R:3:forces:R:3:mulliken_charge:R:1
Cs 0.57526 0.09214 0.96998 -0.4 -2.5 0.2 1.081
Te -1.59616 -5.40730 -1.65594 -0.3 -0.3 -0.1 0.410
S -4.40063 -2.06760 3.96959 -0.2 0.0 0.0 -0.376
P 1.31961 3.64123 0.52136 -0.1 -0.2 -0.4 0.363
P 1.21598 2.40276 -2.25476 0.2 -0.1 0.3 0.052
P -0.27472 -2.43298 -1.76625 0.1 0.5 0.1 1.461
P 0.55277 -4.05119 0.53686 0.0 0.2 0.0 1.191
O 0.56196 4.96580 0.03950 0.2 0.1 0.1 -0.226
O 0.45943 2.57657 1.03472 -0.3 2.2 0.1 -1.210
O 6.49692 2.70232 7.04772 0.0 -0.1 -0.1 -0.694
O 0.32743 3.52638 -2.95169 -0.1 0.0 0.0 -0.113
O 0.40601 1.31146 -1.71476 -0.2 0.1 -0.4 -0.002
O 7.59189 2.49426 5.20307 0.0 -0.1 0.1 -0.689
O 2.30843 2.01771 -3.33743 -0.1 0.0 -0.1 -0.554
O 3.42359 1.24632 0.88585 0.3 -0.1 -0.1 -0.646
O 1.83998 1.17562 3.25967 0.3 0.2 0.3 0.188
O 2.37818 4.11506 1.59239 0.1 0.0 0.1 -0.300
N 6.54236 2.43507 5.84694 0.1 0.3 0.0 1.006
N 1.00259 -7.74344 -5.15198 0.0 0.0 -0.1 -0.710
N -2.95479 -0.06345 3.19025 -0.1 0.0 0.0 -0.470
C -7.41692 3.64541 2.13373 0.0 0.0 0.0 -1.987
C -0.01048 -7.82280 1.96272 0.0 0.0 0.0 -0.556
C 2.90805 -2.68387 1.17197 0.0 0.0 0.1 -1.195
C -6.93578 0.61081 2.27806 0.0 0.1 -0.1 -0.251
C -6.50467 2.84705 1.19255 -0.1 0.0 0.0 2.491
C 3.17943 6.05471 2.69403 0.0 0.0 0.0 -1.607
C -0.57546 -3.32979 -6.29517 0.0 0.0 -0.1 -0.843
C -0.48621 -2.70739 -3.56055 0.0 -0.2 -0.1 1.262
C -0.39307 -1.46843 3.73952 0.0 0.0 0.2 1.138
C 2.95779 1.73877 5.25570 0.0 0.1 0.1 -1.038
C -0.67299 -3.23515 6.02518 0.0 0.0 0.0 -0.811
C -0.12031 -6.47669 1.65048 0.0 0.0 0.0 -0.392
C -6.00324 1.59896 1.91365 0.0 0.0 0.1 0.303
C 2.28118 -3.46610 0.20569 0.1 0.0 -0.1 0.295
C -6.55563 -0.54855 2.92192 0.0 -0.1 0.0 -1.260
C 2.06650 -7.91937 0.77100 0.0 0.0 0.0 -0.733
C 1.08532 -8.54980 1.52203 0.0 -0.1 0.0 -0.464
C 2.89549 1.45825 3.82319 0.1 -0.1 -0.1 -0.034
C 0.69187 -2.04657 4.43687 0.1 0.1 -0.1 -0.768
C 2.86050 -0.34397 -3.01332 -0.1 0.0 -0.1 -0.799
C 3.25569 5.24488 1.41612 0.0 0.0 0.0 1.017
C -1.88941 -1.68068 -1.28954 0.0 -0.1 -0.1 0.914
C -0.71269 5.31335 0.63326 0.0 0.0 0.0 0.725
C 4.32116 1.33604 1.70984 -0.1 0.1 0.0 -0.603
C -1.62955 -1.81574 4.32961 -0.1 0.1 -0.2 0.284
C 0.85064 4.52450 -3.84724 0.1 0.0 0.0 0.763
C -4.66863 1.39878 2.21927 0.0 -0.1 0.0 0.414
C 1.94689 -6.57399 0.45242 0.0 0.0 0.0 -0.214
C 0.74722 5.88116 -3.17849 0.0 0.1 -0.1 -1.109
C 2.38376 0.69811 -4.00282 0.2 0.2 0.1 0.211
C 5.36142 1.80861 3.82329 -0.2 0.0 0.0 -0.282
C -1.64043 -2.48749 -4.30343 0.0 0.1 0.0 -0.549
C 0.89000 -6.56755 -3.06023 0.0 0.1 0.0 0.075
C -1.67989 -2.78312 -5.66038 0.0 0.0 0.0 -0.902
C -1.10445 -7.02036 -4.25234 0.0 0.0 0.0 -0.391
C 4.18956 -2.18404 0.96858 0.0 0.0 0.1 -0.256
C -7.29666 2.44666 -0.06070 0.0 0.0 0.0 -1.731
C 0.61666 -3.26638 -4.21278 0.0 0.0 0.0 -0.918
C -0.32275 -7.63783 -5.21545 -0.1 0.0 0.0 -0.324
C -0.14622 -4.06622 -1.14601 0.2 0.0 0.3 -0.964
C 4.85992 -2.45008 -0.21373 0.0 0.0 0.0 -0.870
C 4.18988 1.51691 3.13220 0.2 0.0 0.1 1.327
C -3.82211 -1.63758 0.16499 0.0 0.0 0.0 -0.991
C 5.33687 2.08977 5.17558 0.2 -0.1 -0.1 -0.734
C 0.57624 -3.58272 -5.55891 0.0 0.0 0.0 -0.412
C -5.35806 3.74634 0.75041 0.1 0.1 0.0 -2.418
C -5.21188 -0.73982 3.21909 0.1 0.0 0.0 0.827
C -0.49283 -6.45514 -3.13705 0.0 0.0 -0.1 -0.085
C 2.21097 3.22752 -0.98866 0.1 0.2 -0.2 -0.040
C -2.34037 -0.49684 -1.87711 0.0 0.1 0.1 0.258
C -4.28514 -0.48961 -0.45630 0.0 0.0 -0.1 -0.564
C -0.76407 6.82624 0.69742 0.0 0.0 0.0 -1.518
C 4.23921 -3.21238 -1.19669 0.0 0.0 -0.1 -1.280
C -4.25985 0.22696 2.86381 0.0 0.1 0.0 -1.505
C 4.11328 2.04324 5.89199 -0.2 0.0 0.0 -0.359
C 0.04442 4.44306 -5.12808 0.0 0.0 0.0 -1.427
C 0.58389 -2.89330 5.52706 0.0 -0.1 0.1 -0.935
C 4.65523 4.73609 1.13408 0.0 0.1 0.0 -1.052
C -2.63256 -2.22085 -0.24326 0.0 -0.1 -0.1 -1.095
C -3.53118 0.08767 -1.47218 0.0 0.0 0.0 -0.940
C 1.57773 -7.20928 -4.07372 0.1 0.0 0.1 -0.367
C -2.85470 -1.20771 3.78374 0.2 0.0 0.0 0.625
C 2.96271 -3.70526 -0.98846 -0.1 0.0 0.0 0.544
C -1.78707 -2.68366 5.42135 0.1 -0.1 0.1 -0.881
C 1.08762 0.35636 -4.70344 0.0 0.0 0.0 -0.707
C -1.80222 4.70894 -0.22235 -0.1 0.0 0.0 -0.619
C 0.84800 -5.83338 0.88021 0.0 -0.1 0.0 0.100
H 0.28157 0.22197 -3.98753 -0.1 0.0 0.1 -0.211
H 1.70802 -1.81777 4.10943 0.0 0.0 0.0 0.170
H -1.01063 4.62168 -4.91654 0.0 0.0 0.0 0.295
H -3.89891 2.10695 1.94724 0.0 0.0 0.0 0.893
H -0.61518 -3.57938 -7.34878 0.0 0.0 0.0 0.352
H -0.75154 4.88817 1.63979 0.0 0.0 0.0 0.357
H 4.67402 4.10659 0.24531 0.0 0.0 0.0 0.208
H -7.98376 0.74884 2.04048 0.0 0.0 0.0 0.327
H -1.71939 3.62222 -0.23070 0.0 0.0 0.0 0.037
H -1.74591 -0.01285 -2.64281 0.0 0.0 0.0 -0.078
H -4.37683 -2.07698 0.98425 0.0 0.0 0.0 0.535
H -8.17658 1.85502 0.19096 0.0 0.0 0.0 0.358
H 5.85297 -2.04809 -0.37941 0.0 0.0 0.0 0.326
H -5.21132 -0.03293 -0.12776 0.0 0.0 0.0 0.294
H 1.41386 -6.13652 -2.21672 0.0 0.0 0.0 0.243
H 5.37993 1.31673 1.36361 0.0 0.0 0.0 0.125
H 2.93208 -8.47500 0.42883 0.0 0.0 0.0 0.397
H 2.66590 4.13130 -1.40573 0.1 0.0 0.0 0.706
H 1.47673 -3.29375 6.00009 0.0 0.0 0.0 0.377
H -4.80986 4.14117 1.60830 0.0 0.0 0.0 0.399
H -0.29486 6.10213 -2.94267 0.0 0.0 0.0 0.199
H 2.65964 -7.29860 -4.01621 0.0 0.0 0.0 0.362
H -2.76917 -2.91538 5.82493 0.0 0.0 0.0 0.249
H -4.65021 3.20974 0.11694 0.0 0.0 0.0 0.299
H 2.99183 2.51460 -0.70791 0.0 0.0 0.0 0.059
H 1.12205 6.65936 -3.84696 0.0 0.0 0.0 0.516
H -2.17645 -6.95527 -4.39885 0.0 0.0 0.0 0.333
H 0.14257 3.45464 -5.57476 0.0 0.0 0.0 0.250
H -7.63390 3.33855 -0.59559 0.0 0.0 0.0 0.505
H 1.43846 -4.03905 -6.03100 0.0 0.0 0.0 0.367
H 4.12704 2.24528 6.95378 0.0 0.0 0.0 0.490
H 2.44681 -4.26112 -1.76198 0.0 0.0 0.0 0.320
H -6.88246 3.92770 3.04193 0.0 0.0 0.0 0.411
H 2.88412 5.84293 0.57531 0.1 0.0 0.0 0.200
H 1.20015 -0.58895 -5.23532 0.0 0.0 0.0 0.521
H 3.04653 -1.28183 -3.53991 0.0 0.0 0.0 0.563
H 1.17749 -9.60158 1.76731 0.0 0.0 0.0 0.349
H 6.30685 1.83745 3.29504 0.0 0.0 0.0 0.496
H 2.01773 1.67943 5.78872 0.0 0.0 0.0 0.505
H -0.77760 -3.90454 6.87184 0.0 0.0 0.0 0.357
H 5.33662 5.57534 0.97683 0.0 0.0 0.0 0.504
H -2.52499 -2.09711 -3.81647 0.0 0.0 0.0 0.466
H -0.75146 7.24828 -0.30956 0.0 0.0 0.0 0.237
H -1.67661 7.15508 1.19642 0.0 0.0 0.0 0.411
H -0.79586 -8.06407 -6.09675 0.0 0.0 0.0 0.345
H 2.15762 6.38810 2.87474 0.0 0.0 0.0 0.316
H 4.64776 -1.56778 1.73299 0.0 0.0 0.0 0.627
H -5.74871 4.59446 0.18216 0.0 0.0 0.0 0.566
H 4.74983 -3.41032 -2.13331 0.0 0.0 0.0 0.397
H 3.49522 5.44008 3.53747 0.0 0.0 0.0 0.320
H 0.38744 5.18923 -5.84684 0.0 0.0 0.0 0.411
H 1.89504 4.27943 -4.06448 0.0 0.1 0.0 0.312
H 3.83014 6.92903 2.63576 0.0 0.0 0.0 0.414
H 5.01519 4.15036 1.97982 0.0 0.0 0.0 0.069
H 1.50565 -3.48593 -3.63140 0.0 0.0 0.0 -0.059
H -1.71595 5.07455 -1.24676 0.0 0.0 0.0 -0.179
H -2.78305 4.98550 0.16191 -0.1 0.0 0.1 0.508
H -3.86664 1.00550 -1.94387 0.0 0.0 0.0 0.478
H -0.96471 -5.90397 2.01840 0.0 0.0 0.0 0.436
H 2.72369 -6.09721 -0.13165 0.0 0.0 0.0 0.250
H -8.28763 3.05801 2.42761 0.0 0.0 0.0 0.372
H 2.37711 -2.43618 2.08564 0.0 -0.1 0.0 0.606
H 0.09169 7.21604 1.24876 0.0 0.0 0.0 0.317
H -0.77964 -8.29946 2.55842 0.0 0.0 0.0 0.372
H -6.67754 1.85500 -0.73727 0.0 0.0 0.0 0.284
H 3.15792 0.89364 -4.74869 0.0 -0.1 0.0 0.316
H 0.81494 1.13246 -5.42229 0.0 0.0 0.0 0.279
H 2.09946 -0.54647 -2.26080 0.0 0.0 0.1 -0.102
H -2.59421 -2.60791 -6.21548 0.0 0.0 0.0 0.369
H -7.77026 4.55640 1.64258 0.0 0.0 0.0 0.455
H 1.31107 5.91638 -2.24832 0.0 0.0 0.0 0.097
H -7.29478 -1.29839 3.17511 0.0 0.0 0.0 0.387
H 3.78826 -0.03176 -2.53403 0.0 0.0 0.1 0.385
H -2.25812 -3.10155 0.26711 0.0 0.0 0.0 0.012
```
Positions in Å, forces in eV/Å.

Computed properties:
ΔE to the lowest compared entry with this formula, charge and spin: 0.943 eV
Net charge: -2
Highest occupied orbital energy: -0.0569 Eh
HOMO-LUMO gap: 4.51 eV
Molar mass: 1497.8 g/mol
Max |F|: 2.6 eV Å⁻¹